(1)
Density functional theory data (the ωB97M-V functional and the def2-TZVPD basis) for 4 unconnected molecules or ions with the total composition C27H27FIN5O10PS.

Output
Net charge   +1
E_HOMO   -0.4251 hartree

Atoms and positions in Å:
C: 0.978767 -1.926138 1.334431
H: 0.319111 6.859907 -6.741742
H: 4.728664 -1.250304 5.525269
H: -2.721810 -0.029987 4.576909
C: 1.267961 -1.307531 3.839014
H: 0.412505 7.819570 -9.035689
F: 3.621995 -1.867336 0.053881
C: -0.367823 6.560456 -7.523062
H: -0.195620 -0.196062 8.098441
C: -1.274117 -4.861485 -0.222184
C: -1.988366 1.262138 -2.389146
C: -0.114404 -0.956039 5.743320
N: 5.275959 0.317225 4.271151
C: 3.399872 -1.219456 3.863034
O: -1.229944 7.113001 -10.916897
C: -2.921936 0.892318 -3.259638
H: -0.803693 4.136135 -3.991059
H: -2.971130 5.322818 -10.213423
C: 0.907853 -0.800814 0.380792
H: -3.063379 4.364882 -7.920664
O: -0.506803 -8.584529 1.258869
H: 1.354299 -7.041931 0.313162
H: -0.025407 -2.347984 1.403611
S: 4.239443 -1.654798 1.447253
C: -2.362437 -5.713672 0.310902
H: 0.215977 1.518542 8.052970
H: -3.360035 -5.294195 0.284170
C: -1.415610 3.258185 -3.846388
H: 0.530673 -1.606141 6.338216
O: -1.367749 -0.212136 2.259441
C: 0.101128 -5.412260 -0.197865
H: -1.786988 0.702713 -1.483205
C: -1.164591 2.474304 -2.616405
C: -1.377102 5.539986 -7.157048
C: -1.272836 6.645980 -9.801887
N: 2.356850 -1.100675 4.642499
N: 1.635763 -1.586985 2.581838
O: -0.311067 2.811606 -1.815910
N: 0.024755 -1.236238 4.291281
H: 0.977359 1.241685 -0.582116
C: 0.113377 0.536369 6.077389
C: 4.775861 -1.051395 4.452389
C: -2.332111 5.111098 -8.206544
C: -0.735142 -7.481267 0.820198
H: 1.576022 -2.714096 0.859311
C: 0.355394 -6.624810 0.285870
H: -1.129352 -1.184296 6.089783
C: -0.338431 0.733650 7.542550
H: 5.503261 -1.771363 4.066052
O: -4.025070 1.338651 -5.288025
H: 0.880609 -4.772207 -0.594477
C: -2.350040 2.891336 -4.721517
C: -2.113046 -6.928559 0.794634
O: -2.738491 -0.968748 4.312593
O: -1.494907 -3.749863 -0.660561
P: -1.490486 -1.421940 3.378993
C: 1.111141 0.252368 -0.158939
H: 1.192742 0.724154 6.059543
H: -3.534926 0.011616 -3.113494
H: -2.082897 0.428267 2.382703
N: 3.002491 -1.497934 2.604377
C: -0.317800 7.073710 -8.749225
H: -2.893859 -7.566134 1.188971
H: -0.426187 1.189342 5.390164
C: -3.174765 1.678405 -4.494400
C: -2.283623 5.623056 -9.433098
I: -2.447358 1.191573 7.535940
H: -2.550486 3.443440 -5.617830
O: 5.034787 -2.757834 1.791263
O: -1.419832 5.070066 -6.034752
H: 5.551995 0.710908 5.159967
O: 4.935400 -0.441599 1.438660
H: 6.099640 0.289282 3.685387

Forces on atoms 1 to 6 (eV/Å):
C -0.3399 -0.1123 -2.1633
H -0.0204 -0.0239 0.0246
H -0.6050 -0.1982 -0.2260
H -0.2374 -0.1065 0.3867
C -0.4122 0.2146 0.5134
H -0.0218 0.0020 -0.0424

Atom charges from the Löwdin analysis, given in e for atoms 1 to 5: -0.148, 0.123, 0.132, 0.033, -0.291

=====

(2)
Density functional theory data (the ωB97M-V functional and the def2-TZVPD basis) for 2 unconnected molecules or ions with the total composition C2H3Br2N3.

Output
SMILES string   Brn1cnnc1.Br
Energy relative to the best compared isomer or geometry (same formula, charge and spin)   2.4470 eV
Net charge   0
E_HOMO   -0.3699 hartree

Atoms and positions in Å:
N: -0.041913 -0.883463 1.141782
Br: -3.955038 -0.990919 -1.117046
Br: 2.793470 1.662289 -0.193771
H: 0.085953 0.725916 -1.541037
N: -0.603049 -0.388157 0.052242
C: 0.245422 0.388265 -0.563043
H: -2.919598 -0.030673 -0.996731
N: 1.374673 0.571428 0.194647
C: 1.141455 -0.373414 1.191570
H: 1.878625 -0.681272 1.831388

Forces on atoms 1 to 6 (eV/Å):
N 1.0765 -0.2856 0.9779
Br -0.1582 -0.0058 -0.0828
Br -0.0869 -0.3592 0.1670
H -0.0715 0.9693 -0.9579
N -1.0639 0.5816 -2.4594
C -0.4548 0.2150 0.8966

Atom charges from the Löwdin analysis, given in e for atoms 1 to 5: 0.023, 0.294, 0.807, 0.101, -0.016

=====

(3)
Density functional theory data (the ωB97M-V functional and the def2-TZVPD basis) for a molecular structure, C21H22N3O4Y.

Output
Energy relative to the best compared isomer or geometry (same formula, charge and spin)   0.7051 eV
Net charge   +2
E_HOMO   -0.5313 hartree

Atoms and positions in Å:
C: -0.176547 -1.085908 1.825604
H: -2.619332 1.282449 3.572286
H: -4.109138 2.209496 -0.076149
C: -3.735825 0.219795 -0.347085
H: -0.045905 -2.122908 3.706807
C: 2.507288 3.651197 1.422529
H: -4.456438 0.432930 2.226814
H: 4.467050 4.034647 2.225115
H: -1.610687 -0.557485 4.844090
C: 3.284743 -2.123213 -0.695931
H: -3.403605 -0.615978 0.262338
C: 0.658202 -2.269253 -3.214375
H: 0.343995 -3.502233 -4.941109
C: -4.747819 1.283826 1.618409
H: -5.735942 1.113204 1.198002
O: -1.233351 -1.473209 -4.374893
C: 4.434765 2.325809 0.921046
C: -1.947962 0.594997 3.067671
H: -4.735032 0.029653 -0.730969
C: -2.378832 1.858222 0.972380
C: -1.656717 0.771439 1.717282
H: 5.483580 2.086481 1.015530
C: 0.966431 -3.292819 -4.082889
H: -1.921695 -0.790624 -4.428319
C: -0.461174 -1.309456 -3.340047
N: -3.770014 1.440849 0.502681
O: -0.607493 -0.407294 -2.508114
H: 4.038592 0.694186 -0.397024
H: -1.839139 2.123382 0.063654
C: 2.506116 -2.677016 -1.895271
O: 2.509548 -1.368841 0.045157
H: 2.028222 4.481323 1.921316
H: -4.757242 2.188778 2.220639
C: 3.866375 3.400977 1.586620
H: 3.834079 -4.237837 -2.509577
Y: 0.936576 -0.119893 -0.669442
H: -2.532088 2.748907 1.581655
C: 2.912874 -3.714764 -2.727291
O: 4.458553 -2.338219 -0.595873
C: 1.767346 2.813692 0.619092
N: 1.399059 -1.992084 -2.140346
N: 2.303696 1.762996 -0.031849
C: -0.497358 -1.302860 3.164451
H: 0.552749 -1.774702 1.394896
H: 0.703451 2.976512 0.491064
C: 3.622208 1.549764 0.120393
H: -3.030911 0.369844 -1.161460
H: 2.399689 -4.847496 -4.472834
C: -0.720752 -0.046108 1.052967
C: 2.120633 -4.035735 -3.814864
C: -1.374823 -0.439418 3.795225

Forces on atoms 1 to 6 (eV/Å):
C 0.0252 0.0400 -0.0505
H 0.0126 -0.0135 0.0140
H 0.0021 -0.0022 -0.0045
C -0.0001 -0.1213 -0.0519
H -0.0075 0.0025 0.0141
C 0.1065 0.0538 0.0632

Atom charges from the Löwdin analysis, given in e for atoms 1 to 5: -0.161, 0.118, 0.183, 0.013, 0.119

=====

| no. | energy (hartree) |
| --- | --- |
| 1 | -3207.90947 |
| 2 | -5390.23415 |
| 3 | -1316.61130 |